The following is a DFT calculation (wB97M-V/def2-TZVPD) of C5H7NO in the gas phase.

XYZ file:
```
14
Properties=species:S:1:pos:R:3:forces:R:3:lowdin_charge:R:1
N 1.74490 -1.73598 0.50289 0.0 0.3 -0.1 0.161
C 1.00986 -0.75207 0.21812 0.0 -0.3 0.2 -0.432
O 1.40986 0.35441 -0.48002 -0.1 -0.1 0.0 -0.012
C 0.44601 1.39030 -0.28572 -0.3 0.1 0.0 -0.134
C -0.87609 0.73207 0.08831 -0.2 0.1 0.0 -0.204
C -1.39866 -0.52120 -0.55861 0.0 0.2 -0.3 -0.046
C -0.42722 -0.61405 0.58742 0.0 -0.2 0.2 -0.160
H 2.69690 -1.57216 0.17540 0.0 0.0 0.0 0.060
H 0.51195 2.05834 -1.15162 -0.3 -0.2 0.2 0.130
H 0.67630 1.92502 0.64696 0.4 0.3 -0.4 0.129
H -1.54224 1.41095 0.60903 0.0 -0.4 0.2 0.137
H -1.11344 -0.73784 -1.58103 0.3 -0.2 0.1 0.113
H -2.39231 -0.89541 -0.29778 0.2 0.6 -0.1 0.111
H -0.74583 -1.04239 1.52663 0.0 -0.1 -0.1 0.145
```
Forces are in eV/Å.

Calculated values
- F_max: 0.01228 hartree/bohr
- Orbital gap: 10.8 eV
- Structure (SMILES): [H]/N=C1\OC[C@H]2C[C@@H]12
- ΔE to the lowest compared entry with this formula, charge and spin: 1.3769 eV
- Net charge: 0

***

The following is a DFT calculation (wB97M-V/def2-TZVPD) of a molecular structure, C38H22BrF15GeInN6OS at a distorted geometry.

XYZ file:
```
86
Properties=species:S:1:pos:R:3:forces:R:3:lowdin_charge:R:1
In -1.01661 -2.12632 -0.92515 1.2 0.5 -0.5 0.914
Br -1.09181 10.12018 5.04915 0.0 -0.3 -0.1 0.797
C -1.17091 8.31218 4.50515 0.0 -0.1 0.1 -0.661
C -2.01041 7.43158 5.18815 0.2 0.4 0.0 -0.107
C -2.06131 6.11398 4.80355 0.3 -0.3 -0.4 0.006
C -1.26261 5.65458 3.73955 0.5 1.6 0.1 -0.259
C -0.41381 6.55538 3.06525 -0.3 -0.4 0.1 0.006
C -0.37811 7.87558 3.44325 0.0 0.2 0.1 -0.108
N -1.35271 4.33318 3.45715 -0.8 -2.5 0.5 0.132
N -0.85331 3.78708 2.46785 0.2 2.2 -0.6 0.114
C -0.62681 2.53198 2.15135 0.3 -0.9 0.2 -0.194
C -0.23431 1.53298 3.07835 0.0 -0.1 0.0 0.040
C 0.07159 0.26358 2.68095 0.1 0.1 0.5 0.037
C 0.00239 -0.14182 1.31765 0.0 -0.6 -0.1 -0.351
O 0.28069 -1.31072 0.93565 -0.7 0.2 0.1 -0.107
C -0.40041 0.87208 0.35385 -0.4 0.8 -0.1 -0.181
N -0.52471 0.47818 -0.91665 -0.4 -0.6 0.0 0.051
C -0.78131 1.36528 -1.85415 0.2 0.0 -0.1 -0.121
C -0.94441 2.72298 -1.57285 0.0 0.0 0.3 0.001
C -0.92231 3.13388 -0.25805 0.0 -0.1 -0.2 0.030
C -0.65291 2.19918 0.74905 0.0 -0.4 -0.3 -0.082
H -2.59681 7.78898 6.02015 -0.1 0.0 0.0 0.109
H -2.70941 5.41168 5.30025 -0.1 -0.1 0.1 0.119
H 0.18529 6.20008 2.23995 0.1 0.0 0.0 0.114
H 0.26299 8.57198 2.92725 0.1 0.1 0.0 0.108
H -0.17461 1.80958 4.12025 0.0 0.0 0.1 0.128
H 0.37359 -0.47732 3.40705 0.0 -0.1 0.0 0.137
H -0.82951 0.98508 -2.86755 -0.1 0.0 0.0 0.128
H -1.09691 3.43118 -2.37075 -0.1 0.0 -0.1 0.119
H -1.08741 4.16618 0.00735 0.0 0.1 0.0 0.121
F 3.86479 -2.21492 1.64955 0.1 0.3 0.4 0.118
C 3.50809 -0.96512 1.33795 -0.1 0.1 -0.1 -0.198
C 3.03859 -0.69512 0.06835 -0.2 -0.2 -0.5 -0.122
C 2.65929 0.60128 -0.21795 0.1 -0.1 0.2 -0.263
F 2.22019 0.85358 -1.45965 0.1 0.5 0.1 0.078
C 2.70009 1.61188 0.72905 0.0 -0.1 -0.2 -0.137
F 2.25349 2.84258 0.44455 0.1 -0.1 0.0 0.125
C 3.17719 1.32148 2.00345 0.0 -0.2 -0.1 -0.130
F 3.20039 2.27808 2.93235 0.0 -0.2 -0.1 0.136
C 3.59809 0.03018 2.30815 -0.1 0.0 -0.1 -0.130
F 4.05269 -0.24702 3.52785 0.0 0.0 0.0 0.136
Ge 2.84449 -2.04362 -1.39735 0.7 -0.2 0.5 0.728
S 1.06169 -2.02302 -2.64905 -1.0 -0.1 0.4 0.231
C 3.17379 -3.81902 -0.55055 -0.2 0.4 -0.3 -0.133
C 4.48999 -4.19702 -0.35915 -0.3 -0.2 0.1 -0.231
F 5.45019 -3.33262 -0.72175 0.3 -0.3 0.3 0.102
C 4.83939 -5.40742 0.21925 -0.1 0.1 -0.1 -0.128
F 6.11669 -5.73162 0.38535 0.0 -0.1 0.0 0.141
C 3.82859 -6.27242 0.63695 -0.1 0.3 -0.1 -0.117
F 4.13769 -7.42952 1.20855 -0.1 0.1 -0.1 0.147
C 2.49329 -5.90852 0.46745 0.0 0.2 -0.1 -0.128
F 1.51689 -6.71352 0.88405 0.1 0.0 0.0 0.129
C 2.18839 -4.68842 -0.12685 0.2 0.0 0.0 -0.199
F 0.88689 -4.33772 -0.27415 0.2 -0.3 0.2 -0.005
C 4.35939 -1.73152 -2.64765 -0.4 -0.1 0.1 -0.143
C 4.61439 -2.72992 -3.56805 0.0 0.1 0.1 -0.234
F 3.81049 -3.80472 -3.52515 0.2 -0.2 -0.4 0.081
C 5.66789 -2.67182 -4.46695 -0.1 0.1 0.1 -0.129
F 5.89449 -3.65912 -5.32885 0.0 0.1 0.0 0.136
C 6.50559 -1.55692 -4.43975 -0.2 -0.1 0.3 -0.119
F 7.53229 -1.47902 -5.27685 -0.1 0.0 0.1 0.147
C 6.27959 -0.54192 -3.51285 -0.1 -0.1 0.0 -0.130
F 7.09279 0.51048 -3.46175 0.0 0.0 -0.1 0.132
C 5.20999 -0.64602 -2.63245 -0.1 -0.2 -0.1 -0.206
F 5.00939 0.31278 -1.71955 0.3 0.3 -0.2 0.101
C -3.85051 0.14698 -0.73025 0.2 -0.1 0.1 -0.077
N -4.97581 -0.61332 -1.20545 0.0 0.0 0.1 -0.163
C -5.83391 0.12678 -2.11005 -0.2 0.1 -0.1 -0.042
C -4.83641 -1.96162 -1.32545 -0.3 -0.3 0.1 -0.450
N -3.68331 -2.52272 -1.11855 0.9 0.0 -0.2 0.055
N -5.97771 -2.65022 -1.64335 0.1 0.1 -0.1 -0.173
C -7.24771 -2.31692 -1.02525 -0.2 0.1 0.0 -0.049
C -5.89761 -4.00492 -2.14135 0.1 0.0 0.0 -0.055
H -4.20111 1.13208 -0.42365 0.1 0.0 0.0 0.102
H -3.09071 0.25688 -1.51415 -0.1 0.1 0.1 0.067
H -3.40121 -0.36732 0.12125 0.0 0.2 0.0 0.077
H -5.21831 0.71528 -2.79375 0.0 0.0 -0.1 0.096
H -6.48091 0.80718 -1.55505 0.0 0.0 0.0 0.098
H -6.44541 -0.54702 -2.69945 0.0 0.0 0.0 0.087
H -3.71281 -3.53672 -1.11565 -0.2 0.1 0.1 0.031
H -7.15661 -1.41092 -0.43755 0.0 0.1 0.0 0.088
H -7.55831 -3.12682 -0.36005 0.0 0.0 0.0 0.097
H -8.02431 -2.17512 -1.77955 0.0 0.0 0.0 0.096
H -5.05261 -4.09902 -2.82185 0.0 -0.1 0.0 0.094
H -6.81241 -4.21832 -2.69455 0.1 0.0 0.0 0.097
H -5.80291 -4.74122 -1.33615 0.0 0.0 0.0 0.097
```
Forces are in eV/Å.

Calculated values
- F_max: 0.05193 hartree/bohr
- Orbital gap (spin up / spin down): 5.2 / 5.8 eV
- ΔE to the lowest compared entry with this formula, charge and spin: 2.9867 eV
- Net charge: +1

***

The following is a DFT calculation (wB97M-V/def2-TZVPD) of a molecular structure, C12H31BrIN4O4PSi2.

XYZ file:
```
56
Properties=species:S:1:pos:R:3:forces:R:3:lowdin_charge:R:1
C -7.51197 -1.57069 -1.91803 0.3 -0.1 -0.1 -0.091
C -6.09045 -1.32679 -2.45757 -0.4 -0.1 0.3 -0.285
C -5.02690 -1.43004 -1.33661 -0.2 -0.2 -0.5 -0.664
I -3.94763 -3.26729 -1.52333 -0.1 0.0 0.2 1.058
N -4.14434 -0.22846 -1.31053 -0.1 -0.2 0.4 -0.031
C -2.79597 -0.24563 -1.84516 0.5 0.4 -0.2 -0.200
C -1.77274 -0.39203 -0.72787 0.3 0.3 -0.4 -0.840
O -1.89483 -1.11571 0.18545 -0.2 -0.4 0.7 0.061
Br -0.27340 0.77576 -0.93675 0.2 0.0 0.0 0.870
C -4.59442 0.88665 -0.77599 -0.1 0.1 0.4 -0.337
N -5.91691 0.86521 -0.32853 0.2 0.4 0.1 0.044
O -6.30606 2.16533 0.04823 0.2 -0.1 0.2 -0.018
N -3.85809 2.03393 -0.65783 -0.3 -0.9 -0.2 -0.037
P -4.05833 3.29466 -1.91912 -0.1 0.5 0.2 0.809
O -2.51451 3.77824 -1.86725 0.2 -0.4 -0.4 -0.250
O -4.69678 4.45159 -1.03598 -0.3 0.1 0.1 -0.237
H -7.49741 -2.26936 -1.07979 0.0 0.0 0.0 0.078
H -7.95965 -0.63080 -1.60621 -0.1 0.0 0.1 0.064
H -8.14050 -2.02217 -2.68297 0.0 0.1 0.0 0.080
H -6.04968 -0.32833 -2.89157 0.1 0.0 -0.1 0.109
H -5.88792 -2.06285 -3.22972 0.2 0.1 -0.1 0.072
H -5.52767 -1.53268 -0.37941 0.2 0.1 0.1 0.064
H -2.58068 0.67489 -2.38154 -0.3 0.0 0.0 0.088
H -2.65708 -1.06347 -2.54771 -0.2 -0.1 0.1 0.090
H -5.95500 0.28382 0.51353 -0.1 -0.2 -0.2 0.170
H -7.26893 2.11543 0.11505 0.0 0.0 -0.2 0.125
H -2.88820 1.86920 -0.39457 0.1 0.1 -0.3 0.080
H -2.01572 3.30694 -2.55251 0.3 0.3 0.1 0.053
H -4.49402 4.39859 -0.09061 0.0 0.1 -0.1 0.081
C 2.30020 -2.21805 1.92100 -0.3 0.2 -0.3 -0.209
Si 3.54815 -0.92175 1.31676 0.7 -0.4 0.5 0.186
C 2.77797 0.76562 1.74837 -0.3 0.0 -0.3 -0.206
C 3.52878 -1.04878 -0.58541 -0.5 0.2 -0.1 -0.205
N 5.02546 -1.19981 2.01638 0.0 0.4 -0.4 -0.234
Si 6.43758 -0.33272 1.79971 -0.4 -0.6 0.3 0.203
C 6.33317 1.48995 2.33251 0.3 0.1 -0.1 -0.208
C 7.09409 -0.32847 0.01536 0.2 0.2 0.1 -0.208
C 7.81225 -1.09657 2.85269 0.2 0.2 -0.1 -0.215
H 1.30639 -2.06515 1.47575 0.0 -0.1 0.0 -0.005
H 2.63892 -3.22107 1.65397 0.0 0.0 0.0 0.012
H 2.19489 -2.16429 3.00636 0.0 0.0 0.0 0.012
H 1.72437 0.79651 1.44229 -0.1 0.1 0.0 -0.037
H 3.29396 1.58558 1.24223 0.1 0.0 0.0 0.006
H 2.82185 0.93971 2.82449 0.0 0.0 0.0 0.018
H 4.03099 -1.96416 -0.90213 0.0 0.0 0.0 0.017
H 4.03481 -0.19883 -1.05032 0.1 0.0 0.0 0.005
H 2.50177 -1.07419 -0.98111 0.0 0.0 0.0 -0.020
H 5.73181 2.08156 1.63703 -0.1 0.0 0.0 0.001
H 7.32780 1.95008 2.37405 0.0 0.0 0.0 0.010
H 5.88632 1.56508 3.32596 0.0 0.0 0.0 0.014
H 7.10300 -1.34479 -0.38360 0.0 0.0 0.0 0.014
H 8.11766 0.06234 -0.03229 0.0 0.0 0.0 0.010
H 6.47930 0.29421 -0.64015 -0.1 0.0 0.0 0.001
H 7.97726 -2.13595 2.56120 0.0 0.0 0.0 0.011
H 7.53789 -1.07306 3.90948 0.0 0.0 0.0 0.011
H 8.75912 -0.55692 2.73436 0.0 0.0 0.0 0.009
```
Forces are in eV/Å.

Calculated values
- F_max: 0.01811 hartree/bohr
- Orbital gap: 2.7 eV
- Net charge: 0

***

The following is a DFT calculation (wB97M-V/def2-TZVPD) of a molecular structure, C16H35BINO16S.

XYZ file:
```
71
Properties=species:S:1:pos:R:3:forces:R:3:lowdin_charge:R:1
N 4.00479 5.47280 4.08263 -0.4 0.0 0.0 0.165
B 3.53433 4.46242 3.14072 0.1 0.0 -0.1 -0.810
O 2.38926 3.75713 3.30968 0.2 -0.1 0.6 0.171
O 4.36020 4.20436 2.01448 0.1 0.0 0.1 -0.191
S 3.97141 4.34602 0.46229 -0.1 0.0 0.0 0.807
O 2.53468 4.47667 0.39037 0.0 0.0 0.0 -0.406
O 4.38593 2.86980 -0.01502 0.1 -0.1 -0.1 -0.949
I 3.42730 1.27281 0.69897 -0.1 0.0 0.0 1.076
H 3.23558 6.07678 4.36446 0.0 0.0 0.0 0.084
H 4.29117 5.02769 4.95119 0.2 0.1 -0.1 0.081
H 2.39991 2.86936 2.93591 -0.2 0.2 -0.5 0.038
C -2.45829 -2.73245 -2.05280 0.2 -0.1 -0.1 -0.060
C -2.37770 -1.48394 -1.20569 -0.2 0.0 0.1 -0.199
O -1.01697 -1.04639 -1.02213 0.0 0.0 0.0 0.037
C -0.47774 -0.41440 -2.06240 0.0 0.0 0.1 -0.612
O -1.02547 -0.15862 -3.10353 0.0 0.0 0.0 0.124
O 0.78156 -0.10127 -1.75023 0.0 0.0 -0.1 -0.025
C 1.50392 0.54130 -2.80726 0.1 0.1 0.0 -0.045
H -1.83486 -3.52368 -1.63156 -0.1 0.0 0.1 0.082
H -3.48502 -3.09591 -2.10546 0.0 0.0 0.0 0.082
H -2.10800 -2.53214 -3.06489 -0.1 0.0 0.0 0.071
H -2.73736 -1.67121 -0.19580 0.1 0.0 0.0 0.123
H -2.96130 -0.66993 -1.63458 0.1 0.0 0.0 0.125
H 0.95406 1.39919 -3.18744 0.0 0.0 0.0 0.099
H 1.68881 -0.16161 -3.61814 0.0 0.0 0.0 0.100
H 2.44375 0.86654 -2.37214 0.0 0.0 0.0 0.053
C -7.25188 -8.03806 -3.75047 0.1 0.0 0.0 -0.064
C -7.13581 -6.68055 -3.09529 -0.1 0.0 0.0 -0.205
O -5.76607 -6.23390 -3.02759 0.0 0.0 0.0 0.026
C -5.26659 -5.75418 -4.16609 0.0 0.0 0.0 -0.613
O -5.85534 -5.62941 -5.20794 0.0 0.0 0.0 0.128
O -3.99461 -5.41883 -3.94739 0.0 0.0 0.0 -0.015
C -3.30003 -4.90310 -5.08773 0.1 0.1 0.0 -0.034
H -6.62467 -8.76557 -3.23440 0.0 0.0 0.0 0.081
H -8.28658 -8.37914 -3.70479 0.0 0.0 0.0 0.081
H -6.94991 -7.99155 -4.79533 0.0 0.0 0.0 0.076
H -7.45374 -6.71648 -2.05539 0.0 0.0 0.0 0.123
H -7.72902 -5.93043 -3.61689 0.0 0.0 0.0 0.123
H -3.83490 -4.06300 -5.52586 -0.1 0.0 0.0 0.099
H -3.15886 -5.67389 -5.84358 -0.1 0.0 0.0 0.099
H -2.33732 -4.57329 -4.70880 0.0 0.0 0.0 0.087
C -0.96254 -5.87090 4.29051 0.0 -0.1 -0.1 -0.065
C -0.82824 -4.76056 3.27283 0.0 0.1 0.1 -0.210
O -0.75265 -5.27178 1.92830 0.0 0.0 0.0 0.034
C -1.91432 -5.65072 1.39745 0.0 0.1 0.0 -0.616
O -2.99584 -5.56618 1.92152 0.0 0.0 0.0 0.120
O -1.67867 -6.12459 0.17514 0.0 0.0 0.0 0.001
C -2.84000 -6.60220 -0.51279 -0.1 0.0 -0.2 -0.035
H -0.14581 -6.58543 4.18449 0.0 0.0 0.0 0.082
H -0.92834 -5.45222 5.29692 0.0 0.0 0.0 0.080
H -1.90785 -6.39649 4.16742 0.0 0.0 0.0 0.075
H 0.10680 -4.21939 3.40287 0.0 0.0 0.0 0.121
H -1.65412 -4.05308 3.34004 0.0 0.0 0.0 0.122
H -3.61940 -5.84364 -0.53268 0.0 0.0 0.0 0.092
H -3.22490 -7.50773 -0.04624 0.0 0.0 0.1 0.099
H -2.51781 -6.81869 -1.52673 0.0 0.0 0.0 0.092
C 7.12119 11.98107 2.41424 -0.1 0.0 0.0 -0.066
C 6.54205 11.22236 3.58720 0.1 0.0 0.1 -0.210
O 5.25501 10.65566 3.27618 0.0 0.0 0.0 0.034
C 5.28699 9.54427 2.54120 0.0 0.0 0.0 -0.611
O 6.27560 8.97329 2.15919 0.0 0.0 0.0 0.125
O 4.03093 9.16590 2.30526 0.0 0.0 0.0 0.009
C 3.91190 7.97781 1.51480 0.0 -0.1 0.0 -0.040
H 6.42362 12.74709 2.07435 0.0 0.0 0.0 0.081
H 8.05032 12.46695 2.71426 0.0 0.0 0.0 0.080
H 7.33540 11.30797 1.58595 0.0 0.0 0.0 0.075
H 6.34318 11.88737 4.42526 0.0 0.0 0.0 0.121
H 7.21023 10.42905 3.92065 0.0 0.0 0.0 0.122
H 4.48447 7.16813 1.96534 0.0 0.0 0.0 0.074
H 4.26157 8.16094 0.49967 0.0 0.0 0.0 0.102
H 2.85261 7.73578 1.50328 0.0 0.0 0.0 0.100
```
Forces are in eV/Å.

Calculated values
- F_max: 0.01325 hartree/bohr
- Orbital gap: 8.8 eV
- Net charge: 0

***

The following is a DFT calculation (wB97M-V/def2-TZVPD) of a molecular structure, C4H6Br3FNO2.

XYZ file:
```
17
Properties=species:S:1:pos:R:3:forces:R:3:lowdin_charge:R:1
O -3.30873 -2.11525 -1.73162 -0.2 -0.1 0.0 0.042
C -2.48687 -1.23958 -1.74958 0.3 0.0 0.0 -0.406
O -2.64090 -0.07365 -1.15215 -0.1 0.1 0.1 -0.028
C -1.49196 0.82659 -1.18451 0.0 -0.1 0.0 -0.197
C -0.58595 0.54839 -0.00480 0.4 0.1 -0.1 -0.405
N 0.58708 1.39210 0.08553 -0.4 0.2 0.1 -0.130
F 0.67297 2.02909 -1.30994 0.2 -0.2 0.0 -0.343
H -1.52460 -1.33387 -2.28498 0.0 0.0 0.0 0.143
H -0.96234 0.68953 -2.12483 0.0 0.0 0.0 0.102
H -1.91440 1.82511 -1.16092 0.0 0.1 0.0 0.119
H -1.19681 0.66277 0.90690 0.1 -0.1 0.0 0.100
H -0.34084 -0.54581 -0.06130 -0.1 -0.1 -0.1 0.030
C 3.10979 -0.50821 2.25970 0.0 0.1 -0.1 -1.646
Br 4.06531 -1.41766 3.68674 0.0 0.0 0.0 0.492
Br 1.69907 -1.60027 1.55945 0.0 0.0 0.0 0.596
Br 2.49744 1.22046 2.80573 0.0 -0.1 0.1 0.562
H 3.82172 -0.35974 1.46057 0.0 0.0 0.0 -0.033
```
Forces are in eV/Å.

Calculated values
- F_max: 0.00996 hartree/bohr
- Orbital gap: 4.9 eV
- Net charge: -1

***

The following is a DFT calculation (wB97M-V/def2-TZVPD) of 7 unconnected molecules or ions with the total composition H14O7.

XYZ file:
```
21
Properties=species:S:1:pos:R:3:forces:R:3:lowdin_charge:R:1
H 0.51282 0.39473 0.51554 0.0 0.0 0.0 0.041
H 1.07847 0.32768 -0.89357 0.0 0.1 0.1 0.033
H -0.07988 3.83160 2.17356 0.0 -0.1 0.0 0.032
H -0.78252 2.58970 1.65007 0.1 0.0 0.0 0.029
H 0.01062 -2.63474 -4.53554 0.0 -0.1 0.0 0.036
H -0.97501 -2.25437 -3.44289 -0.1 -0.1 0.0 0.026
H 0.60606 -2.62790 -0.84641 0.0 -0.1 0.0 0.018
H -0.24200 -3.84223 -0.50546 0.0 0.1 0.1 0.037
H -0.66140 1.57209 -2.31066 0.0 0.0 0.3 0.022
H -1.81337 0.89475 -3.03468 -0.1 0.1 0.1 0.029
H 3.12426 3.08935 1.66221 0.0 -0.1 -0.1 0.032
H 2.84806 4.14656 0.60577 0.1 -0.1 0.0 0.029
H -2.28669 -1.55183 3.51573 0.0 -0.1 0.0 0.031
H -0.99596 -2.35251 3.57000 -0.1 -0.1 -0.1 0.032
O 0.74717 0.95016 -0.23650 0.1 -0.1 0.0 -0.055
O -0.36554 2.95063 2.44055 0.0 0.1 -0.1 -0.062
O -0.55185 -3.01725 -3.85268 0.1 0.2 0.0 -0.056
O 0.24223 -3.11498 -0.09850 0.0 0.1 -0.1 -0.061
O -1.51198 1.14654 -2.15447 0.0 -0.1 -0.4 -0.067
O 3.33460 3.32753 0.75225 0.0 0.2 0.1 -0.062
O -1.93756 -2.44049 3.38389 0.1 0.2 0.1 -0.063
```
Forces are in eV/Å.

Calculated values
- F_max: 0.00773 hartree/bohr
- Orbital gap: 11.4 eV
- Structure (SMILES): O.O.O.O.O.O.O
- ΔE to the lowest compared entry with this formula, charge and spin: 2.2630 eV
- Net charge: 0